C25H17N4 | wB97M-V/def2-TZVPD

* ΔE to the lowest compared entry with this formula, charge and spin: 0.0 kJ/mol
* net charge: -1
* HOMO: -3.41 eV

Structure (XYZ):
```
46
Properties=species:S:1:pos:R:3:forces:R:3
C 0.838014 -2.333111 1.202038 -0.473 -0.214 1.537
C 1.582918 -1.974920 2.466043 -0.044 -0.323 0.432
C 2.637458 -2.726838 2.995799 0.848 -0.940 0.364
N 3.512011 -3.367606 3.446993 -0.991 0.681 -0.546
C 1.221189 -0.826934 3.143322 -0.118 1.865 1.206
N 0.952428 0.164112 3.717701 0.160 -1.106 -0.674
C -0.681713 -2.232571 1.449841 0.765 -0.392 0.186
C -1.287236 -0.986197 1.548141 -0.610 0.482 -0.312
C -2.663794 -0.867549 1.765812 0.373 -0.536 0.091
C -3.406192 -2.021752 2.026516 0.041 0.156 0.209
C -2.775066 -3.270114 2.087608 0.318 0.031 -0.197
C -1.414213 -3.379908 1.783521 -0.194 0.268 -0.227
H 1.113639 -3.374355 0.968928 -0.211 0.321 -0.156
H -0.685921 -0.084709 1.445280 -0.284 -0.332 0.042
H -3.107867 0.129587 1.751397 -0.020 -0.366 0.131
H -4.465084 -1.934740 2.260106 0.112 -0.088 -0.110
H -3.333999 -4.167324 2.361083 0.076 0.298 -0.085
H -0.891914 -4.341950 1.817258 -0.302 0.281 -0.020
C -0.304906 4.674551 0.953236 0.295 -0.301 -0.109
C -0.861387 4.315140 -0.278528 0.051 -0.215 0.342
C -0.607134 3.048935 -0.814346 0.089 0.167 0.057
C 0.304420 2.171073 -0.202004 -0.369 0.366 0.255
C 0.580118 0.796152 -0.748083 0.497 -1.329 1.066
N 0.966152 -0.054711 0.147215 -0.252 1.109 -0.334
C 1.344121 -1.462780 0.073605 -0.347 0.625 -2.401
C 2.814269 -1.489310 0.103295 2.299 -0.283 -0.130
N 3.978471 -1.546655 0.123883 -2.140 0.180 -0.250
C 0.395910 0.554388 -2.214793 -0.274 0.021 -0.510
C 0.552700 1.609517 -3.137965 0.027 -0.147 -0.162
C 0.364082 1.411542 -4.508411 0.192 -0.303 0.253
C 0.220491 0.114049 -5.005887 0.068 -0.028 0.366
C 0.097407 -0.947983 -4.103770 -0.181 0.228 0.039
C 0.045485 -0.708927 -2.725905 0.077 0.143 -0.175
C 0.892180 2.561302 1.014656 -0.049 0.142 -0.127
C 0.580808 3.796842 1.592632 -0.129 -0.240 -0.340
H -0.561289 5.624758 1.421298 0.128 -0.152 -0.189
H -1.500064 5.019354 -0.813691 0.002 -0.287 0.200
H -1.135295 2.745721 -1.719083 0.198 0.124 0.253
H 0.986624 -1.899251 -0.875769 0.616 -0.067 0.256
H 0.803403 2.610666 -2.785905 -0.068 -0.380 -0.077
H 0.351715 2.266074 -5.182809 0.221 -0.184 0.119
H 0.206860 -0.065225 -6.081467 -0.064 0.018 0.290
H 0.028340 -1.972012 -4.468293 -0.253 0.244 0.047
H -0.301686 -1.500265 -2.056126 0.343 0.297 -0.331
H 1.572079 1.867119 1.510641 -0.232 0.197 -0.071
H 1.041466 4.056802 2.545005 -0.189 -0.034 -0.205
```
Positions in Å, forces in eV/Å.

Here are the natural (NBO) charges for atoms 1 to 4, given in e: -0.198, -0.575, 0.329, -0.489



C25H18AlCl5F6N3O3 | wB97M-V/def2-TZVPD

* ΔE to the lowest compared entry with this formula, charge and spin: 84.9 kJ/mol
* net charge: +1
* HOMO: -10.26 eV

Structure (XYZ):
```
61
Properties=species:S:1:pos:R:3:forces:R:3
Al -0.029212 0.131578 0.207701 0.431 -0.076 0.061
Cl 1.234417 -2.898926 2.149277 -0.189 0.150 0.094
C -0.030845 -1.855103 2.730599 0.291 -0.296 0.003
C -0.397793 -0.772470 1.959218 -0.119 0.211 -0.126
C -1.366119 0.030755 2.500614 -0.180 0.393 -0.218
Cl -1.734700 1.418072 1.415647 -0.235 -0.077 0.320
C -2.016019 -0.138578 3.706699 -0.045 0.112 -0.053
Cl -3.216418 0.968860 4.243038 0.077 -0.108 0.003
C -1.633282 -1.253373 4.447095 0.017 -0.075 0.069
Cl -2.383684 -1.561596 5.960582 0.014 0.011 -0.034
C -0.636288 -2.110878 3.961066 0.023 -0.056 0.038
Cl -0.161023 -3.474151 4.893329 -0.035 0.048 -0.010
F -1.719679 2.886611 -5.605498 0.038 0.015 -0.039
C -0.571982 3.089083 -4.927248 -0.059 0.109 -0.113
C -0.433398 2.520986 -3.700138 -0.059 -0.048 0.059
C 0.725601 2.760921 -2.958473 -0.011 -0.087 0.121
C 0.891933 2.117277 -1.668864 -0.058 -0.112 -0.029
O -0.051544 1.401416 -1.241581 -0.104 0.038 0.271
C 2.117147 2.315827 -0.997292 -0.169 0.192 -0.010
C 3.037783 3.155346 -1.551984 0.091 0.137 -0.076
N 2.875046 3.800217 -2.723679 -0.074 -0.009 -0.056
C 3.926039 4.670807 -3.217785 -0.097 -0.078 0.065
C 4.552567 5.632113 -2.261121 0.058 0.004 0.016
C 3.636729 6.139028 -3.334065 -0.002 0.021 -0.005
C 1.724589 3.582146 -3.478333 0.266 0.071 0.038
C 1.576381 4.128294 -4.758200 0.039 -0.044 0.009
C 0.432746 3.892475 -5.499520 -0.049 -0.016 -0.212
N 0.338141 4.433973 -6.807122 -0.017 0.077 0.111
C -0.657726 3.965252 -7.770307 0.095 0.011 0.031
C -0.305425 4.559016 -9.140328 0.220 0.011 -0.051
N 1.179061 4.810987 -9.168422 -0.064 0.049 0.077
C 1.534256 5.960399 -8.248117 -0.023 -0.137 -0.212
C 0.652147 5.841754 -7.003415 0.000 -0.014 0.042
C 2.438110 1.662883 0.319128 0.283 -0.496 -0.229
O 3.473926 1.934006 0.877886 -0.113 0.169 0.083
O 1.583202 0.762037 0.716121 -0.100 -0.059 -0.095
H -1.215795 1.893403 -3.288853 0.037 0.000 -0.007
H 3.965400 3.337187 -1.024380 -0.007 -0.031 0.004
H 4.563288 4.207424 -3.960405 -0.009 -0.023 -0.021
H 5.615346 5.796579 -2.360855 -0.012 0.016 0.017
H 4.181411 5.646515 -1.245842 0.009 0.016 -0.009
H 4.063345 6.673222 -4.172248 -0.001 0.004 0.013
H 2.655135 6.470676 -3.021749 0.010 -0.004 -0.007
H 2.385587 4.704100 -5.184114 -0.033 -0.001 -0.005
H -1.682000 4.254226 -7.529307 -0.034 0.034 0.035
H -0.620801 2.879180 -7.820225 -0.012 -0.035 0.040
H -0.770850 5.524600 -9.324760 -0.067 -0.011 0.014
H -0.556891 3.885520 -9.954766 -0.039 -0.021 0.000
H 1.509804 4.991332 -10.115599 -0.017 0.017 -0.004
H 1.653529 3.973575 -8.826469 -0.016 -0.017 0.009
H 1.364145 6.879894 -8.804117 0.011 0.036 0.031
H 2.594206 5.858009 -8.026660 0.008 0.042 0.046
H -0.259394 6.440029 -7.113539 -0.015 -0.008 -0.020
H 1.188798 6.242939 -6.149261 -0.019 -0.016 0.030
F -2.134446 -0.230047 -1.642215 0.070 -0.016 0.001
C -1.093092 -1.004239 -1.137695 -0.211 -0.063 -0.039
F -0.328615 -1.347938 -2.238263 0.090 0.052 -0.060
C -1.776945 -2.305083 -0.702714 0.238 0.026 -0.090
F -0.855960 -3.170981 -0.260154 -0.054 -0.039 -0.001
F -2.649814 -2.077571 0.285577 -0.037 0.058 0.046
F -2.438982 -2.880076 -1.712416 -0.024 -0.059 0.031
```
Positions in Å, forces in eV/Å.

Here are the natural (NBO) charges for atoms 1 to 4, given in e: 1.715, 0.039, -0.055, -0.467



C25H18B2F7N2O5 | wB97M-V/def2-TZVPD

* net charge: -1
* HOMO: -6.36 eV

Structure (XYZ):
```
59
Properties=species:S:1:pos:R:3:forces:R:3
C -1.716558 -5.089737 1.531968 -0.346 -0.770 -0.532
C -2.934974 -4.341900 2.333772 0.456 -0.933 0.211
B -2.812945 -2.689456 2.380077 -2.016 0.463 0.421
O -4.082231 -1.949538 2.710688 2.402 -2.841 1.116
C -1.425866 -1.828418 2.140443 2.673 1.691 -0.763
C -0.535192 -1.503474 3.517800 1.867 1.572 -3.315
C 0.861805 -0.649001 3.442468 -3.008 -1.119 -3.865
C 1.304140 -0.101055 1.925283 -1.326 -1.405 0.434
C 2.724782 0.782803 1.913873 0.929 1.829 -0.162
C 2.558759 2.392304 2.156872 4.212 -1.312 -0.306
C 3.975092 3.278314 2.200838 0.502 -4.904 -0.859
C 5.389368 2.436677 1.955932 -4.815 -1.571 0.245
C 5.243793 0.820171 1.734972 -1.701 2.024 0.379
N 3.985747 -0.000507 1.690946 -0.024 6.182 1.089
C 0.424817 -0.433261 0.562823 -0.575 -0.629 2.209
C -0.980557 -1.337648 0.631525 2.298 1.074 3.106
C -1.777357 -1.657064 -0.764909 -2.018 -2.859 -1.400
O -2.500647 -2.743902 -1.044260 4.022 6.273 2.140
C -1.615631 -0.517050 -1.974235 0.903 3.022 -2.601
C -2.737332 -0.225723 -3.134164 2.706 1.237 0.004
C -4.171799 -1.017688 -3.187456 -0.133 0.809 -1.067
C -5.341113 -0.377246 -2.208279 -1.041 -0.523 -0.476
F -5.142827 1.065673 -1.902958 -0.174 -3.259 -0.552
C -2.448375 0.900628 -4.319389 2.837 0.067 1.861
C -1.041694 1.785818 -4.412078 -1.511 -3.883 4.629
N -0.857243 2.767593 -5.566868 4.565 0.058 0.728
C -0.276083 4.085993 -5.098932 -0.128 3.990 5.977
O -0.469499 4.642576 -3.891267 1.302 -4.238 -9.182
F 0.555889 4.860971 -6.093362 -2.933 -3.083 2.695
C 0.113649 2.034462 -6.512804 -1.123 -5.196 -6.406
O -0.330292 1.202325 -7.493474 3.203 6.411 7.570
F 1.605906 2.131831 -6.397341 -4.968 0.300 0.367
C 0.067863 1.521898 -3.214108 -2.687 -1.829 -0.155
C -0.225002 0.405426 -2.049990 -2.029 0.154 -1.665
C 0.921699 0.139045 -0.908443 4.469 1.063 -1.399
O 2.197799 0.401471 -1.241189 -7.862 -1.553 2.313
H -1.730130 -4.774225 0.403060 0.084 -0.451 2.216
H -1.933076 -6.263782 1.539711 0.637 2.528 0.087
H -0.640711 -4.887019 1.966600 -2.307 -0.322 -0.739
H -2.950507 -4.808013 3.432732 -0.026 1.136 -2.121
H -3.962497 -4.665295 1.844567 2.024 0.760 0.948
H -4.579753 -2.562747 3.358265 0.866 1.331 -1.845
H -0.920583 -1.924497 4.556181 0.852 1.009 -2.511
H 1.551187 -0.409852 4.383926 -1.690 -0.541 -2.364
H 1.512134 2.936740 2.339532 2.584 -1.593 -0.476
H 4.018050 4.431745 2.400231 -0.263 -2.561 -0.407
H 6.419499 3.000003 1.977844 -2.304 -1.465 0.049
H 6.268439 0.223293 1.592203 -2.725 1.315 0.382
H -4.584470 -0.879312 -4.299165 1.059 -0.181 2.386
H -4.092291 -2.188384 -3.036306 0.108 2.647 0.066
H -5.535670 -1.036496 -1.233444 0.917 1.953 -1.836
H -6.354606 -0.445484 -2.824989 2.161 0.368 1.334
H -3.230031 1.115067 -5.185775 1.707 -0.689 2.187
H 1.095837 2.127208 -3.180970 -2.551 -1.564 -0.015
B 6.228300 1.963550 5.710180 -0.009 -0.069 0.141
F 4.872865 1.584028 5.346040 1.368 0.391 0.345
F 7.174950 1.110850 5.009928 -0.980 0.899 0.646
F 6.459194 3.350427 5.340006 -0.242 -1.386 0.293
F 6.405979 1.808885 7.144869 -0.195 0.175 -1.557
```
Positions in Å, forces in eV/Å.

Here are the natural (NBO) charges for atoms 1 to 4, given in e: -0.627, -0.808, 1.050, -0.902



C25H18Br2F20NO6P | wB97M-V/def2-TZVPD

* HOMO: -9.68 eV
* structure (SMILES): C/C(Br)=C(\Br)c1c(P(=N)(O)O)cc(C(F)(F)C(F)F)c2c1C(=O)C=CC2=O.FC(F)C(F)(F)COC(F)(F)C(F)F.FC(F)C(F)(F)COC(F)(F)C(F)F

Structure (XYZ):
```
73
Properties=species:S:1:pos:R:3:forces:R:3
C 3.592712 3.283869 -1.017281 0.376 -0.289 -0.013
C 2.873445 1.976268 -1.030068 0.172 0.553 -0.017
Br 3.066390 0.922717 0.532697 -0.124 -0.110 -0.050
C 2.184896 1.515227 -2.057613 -0.305 -0.616 0.121
Br 2.074145 2.481550 -3.678748 0.189 -0.011 -0.065
C 1.429247 0.234195 -2.024974 -0.012 -0.244 -0.312
C 0.100667 0.230673 -1.572225 -0.012 -0.437 -0.426
P -0.803696 1.710795 -1.020189 0.192 -0.078 0.787
N -0.541247 2.222274 0.402161 0.211 -0.123 -0.316
O -2.348113 1.315542 -1.171708 0.039 -0.110 -0.475
O -0.560075 2.821698 -2.145159 -0.339 -0.091 -0.016
C -0.592813 -0.980284 -1.519102 0.404 0.066 -0.105
C -0.020360 -2.186231 -1.914788 0.111 0.061 0.078
C -0.845842 -3.458059 -1.779007 -0.390 0.801 0.010
F -1.496938 -3.687429 -2.950068 0.006 -0.302 -0.136
F -0.096117 -4.519946 -1.461589 0.337 -0.355 0.026
C -1.946156 -3.377438 -0.699502 0.435 -0.082 -0.029
F -1.381608 -2.967146 0.462650 0.005 0.087 0.227
F -2.425295 -4.616963 -0.496741 -0.239 -0.111 -0.048
C 1.291608 -2.181490 -2.402436 -0.212 0.541 0.222
C 2.020341 -0.980126 -2.431337 -0.649 0.222 0.161
C 3.454835 -1.034825 -2.866161 -0.252 -0.417 0.315
O 4.030026 -0.113745 -3.369656 0.373 0.905 -0.256
C 4.140993 -2.319767 -2.643444 -0.162 -0.404 0.202
C 3.439117 -3.445273 -2.675506 0.570 0.127 0.265
C 1.989554 -3.399260 -2.927592 0.305 0.243 0.263
O 1.449401 -4.255352 -3.563342 -0.615 -0.551 -0.434
H 3.986351 3.506990 -0.035970 -0.063 0.112 0.208
H 4.443336 3.209598 -1.694290 0.066 0.115 -0.130
H 2.948182 4.083626 -1.358418 -0.143 0.169 -0.046
H 0.171659 1.677611 0.870137 0.080 0.201 0.250
H -2.662141 1.326877 -2.085556 -0.212 0.055 0.105
H -0.714639 2.506999 -3.045533 0.138 0.185 -0.106
H -1.600531 -0.934385 -1.144533 -0.144 -0.135 0.059
H -2.753759 -2.708228 -0.975414 -0.212 0.048 -0.005
H 5.208806 -2.319473 -2.510399 0.231 0.157 -0.143
H 3.923956 -4.403409 -2.580322 -0.116 -0.248 -0.137
F -2.677720 5.981762 -1.796358 0.004 0.059 0.102
C -2.689168 4.985306 -0.882790 0.018 -0.188 -0.231
F -3.607257 4.073101 -1.297556 0.013 0.038 0.063
C -3.086453 5.496748 0.500830 -0.304 0.341 0.033
F -4.348689 5.986380 0.468256 0.074 -0.008 -0.057
F -3.096026 4.403814 1.306492 0.078 -0.096 0.011
C -2.148751 6.512718 1.171362 0.391 -0.009 0.469
O -2.507926 7.882687 1.096411 -0.337 -0.114 -0.450
C -2.107453 8.678523 0.057317 0.210 -0.171 0.333
F -1.243498 8.057046 -0.765325 -0.071 -0.002 -0.033
F -1.457146 9.739412 0.589156 0.064 0.080 -0.020
C -3.307896 9.241304 -0.707145 -0.159 0.117 -0.095
F -4.044019 8.243643 -1.231995 0.040 0.005 -0.010
F -2.857631 10.017320 -1.719965 0.005 -0.002 0.016
H -1.709802 4.508518 -0.860690 0.041 0.027 0.109
H -2.213411 6.284929 2.233580 -0.060 -0.014 0.007
H -1.109555 6.349389 0.887014 -0.059 -0.042 -0.224
H -3.932910 9.838339 -0.040391 0.036 0.000 0.021
F -0.374564 -6.313856 5.271829 0.041 0.023 -0.058
C -1.216835 -6.855831 4.369932 -0.208 -0.089 0.109
F -1.613934 -8.061081 4.841171 0.027 0.050 -0.036
C -0.527852 -7.059972 3.019292 0.473 -0.067 -0.063
F 0.480416 -7.949012 3.147603 -0.048 0.037 0.050
F -1.471449 -7.627708 2.215619 -0.144 0.067 -0.012
C -0.032254 -5.810154 2.274106 -0.177 0.347 -0.526
O 1.347671 -5.497222 2.369395 0.051 -0.336 0.472
C 1.846267 -4.713297 3.375241 -0.267 0.104 -0.356
F 0.878440 -4.175333 4.137224 0.030 -0.069 0.036
F 2.509911 -3.686869 2.791676 0.053 0.098 0.006
C 2.872872 -5.473057 4.218679 0.173 -0.076 0.101
F 2.304889 -6.546252 4.799138 -0.036 0.033 0.011
F 3.331774 -4.653461 5.191684 -0.001 0.006 -0.017
H -2.096569 -6.215191 4.262885 0.030 0.016 -0.013
H -0.170880 -6.039109 1.218605 0.000 -0.082 0.003
H -0.659338 -4.941343 2.474841 -0.002 -0.044 0.237
H 3.706412 -5.799873 3.593902 -0.017 0.028 -0.023
```
Positions in Å, forces in eV/Å.

Here are the Löwdin charges for atoms 1 to 4, given in e: -0.139, -0.738, 0.832, -0.713



What did we get for gap between HOMO and LUMO? Answer: 5.651; 6.627; 5.690; 8.027 eV, in the order shown.